The following is a DFT calculation (wB97M-V/def2-TZVPD) of 2 unconnected molecules or ions with the total composition C14H29N5O5 at a distorted geometry.

```
! RIJCOSX wB97M-V def2-TZVPD def2/J DEFGRID3
* xyz 0 1
O -0.17521 1.15174 -5.71878
O -1.03188 -1.13674 -1.45050
O -2.98194 -0.25265 8.25919
O 4.54918 -0.60540 -4.43636
O 0.94935 -0.79836 -0.63673
C 0.78790 0.48256 -5.38093
C 0.21147 -1.25093 -1.54439
C -2.54524 0.49851 7.40462
C 3.70359 0.24671 -4.18125
N -2.38694 1.79955 7.79851
N 3.85755 1.52052 -4.56943
N -1.66589 -1.39443 5.95672
N 1.19358 0.52114 -4.11227
C 1.50347 -0.36607 -6.41265
C 5.02403 2.02314 -5.29280
C 0.78008 -2.04667 -2.73108
C -2.17405 -0.00077 5.98356
C -3.41877 0.06539 5.07884
C -3.13618 -0.28941 3.60476
C -2.22059 0.74352 2.92302
C 2.17348 -1.61746 -3.22665
C -2.10494 0.50364 1.41766
C 2.37213 -0.10767 -3.48093
N -1.22297 -0.63989 1.12190
H -2.49468 1.97283 8.79469
H -1.83398 2.43114 7.22951
H 3.09368 2.15497 -4.39184
H -0.78923 -1.46832 6.47652
H -2.35946 -2.01796 6.38041
H 0.57257 1.03273 -3.50484
H 2.50579 0.01737 -6.58406
H 1.55151 -1.39713 -6.07347
H 0.94278 -0.32765 -7.34468
H 5.93764 1.65241 -4.82399
H 4.99776 1.66739 -6.32396
H 5.03482 3.11316 -5.28605
H 0.83156 -3.10090 -2.45004
H 0.08236 -1.97743 -3.56862
H -1.39909 0.66784 5.59923
H -3.84951 1.07135 5.12708
H -4.17195 -0.62829 5.46824
H -2.68898 -1.28711 3.54570
H -4.09202 -0.32835 3.07120
H -2.63723 1.74405 3.07912
H -1.22075 0.72665 3.36810
H 2.90947 -1.93130 -2.48534
H 2.38562 -2.17223 -4.14006
H -3.10663 0.33895 0.99675
H -1.70303 1.40649 0.93626
H 2.45353 0.33888 -2.48906
H -0.23396 -0.36085 1.07432
H -1.33634 -1.40050 1.78132
H -1.42346 -0.98816 0.16353
*
```

Properties
- DFT total energy (eV) = -32678.392

---

The following is a DFT calculation (wB97M-V/def2-TZVPD) of 4 unconnected molecules or ions with the total composition C4H15NO3 at a distorted geometry.

```
! RIJCOSX wB97M-V def2-TZVPD def2/J DEFGRID3
* xyz 0 1
C 0.37023 -0.49275 1.55566
C -0.03542 -1.30211 0.59173
C 0.78612 -1.66763 -0.61642
C 0.20062 -0.95254 -1.88990
N 0.20764 0.49177 -1.90310
H 1.33794 0.00248 1.48487
H -0.20670 -0.17286 2.42630
H -0.84433 -2.01542 0.75949
H 1.79093 -1.26449 -0.49814
H 0.74604 -2.73932 -0.77748
H -0.79338 -1.33937 -2.10292
H 0.85797 -1.34473 -2.67853
H -0.53218 0.75050 -1.26370
H 1.07701 0.94342 -1.62383
O -3.08390 -0.97338 1.77157
H -2.16184 -0.97876 2.04299
H -3.14300 -0.24569 1.14321
O 2.10627 2.21255 -0.12018
H 2.21755 2.12195 0.83618
H 2.97348 2.08901 -0.53014
O -1.46635 2.10420 0.19001
H -0.62522 2.56511 0.10164
H -1.77946 2.20808 1.10068
*
```

Properties
- SMILES = C=CCCN.O.O.O
- energy above the lowest of the compared OMol25 structures with the same formula, charge and spin (kJ/mol) = 138.6

---

The following is a DFT calculation (wB97M-V/def2-TZVPD) of 5 unconnected molecules or ions with the total composition C7H10BrCl16N2P at a distorted geometry.

```
! RIJCOSX wB97M-V def2-TZVPD def2/J DEFGRID3
* xyz 0 1
C 0.00819 0.77828 -0.18047
C -0.04930 -0.21673 -1.48184
C -1.22396 0.12744 -2.57195
Br -0.72326 -0.90361 -4.25966
P -2.97375 -0.47348 -2.09989
N -2.95697 -1.85026 -0.96749
N -4.04569 0.84921 -1.57051
H -1.07946 0.98285 0.22362
H 0.65074 0.29616 0.70284
H 0.54593 1.81370 -0.40964
H 0.98809 -0.11724 -2.06317
H -0.11228 -1.35395 -1.16137
H -1.17270 1.26229 -2.87963
H -2.70412 -1.58090 0.00795
H -2.27340 -2.54626 -1.37349
H -4.54180 0.62890 -0.67727
H -3.57080 1.78032 -1.54685
Cl 1.69899 -2.77136 -5.18518
C 2.15820 -3.58820 -3.66970
Cl 2.75536 -5.22659 -4.03541
Cl 3.44121 -2.65594 -2.85766
Cl 0.73722 -3.69891 -2.60057
Cl 2.78543 1.82955 2.60852
C 1.55820 2.87544 3.36666
Cl 1.45674 4.41466 2.47493
Cl -0.02520 2.05948 3.32510
Cl 2.01582 3.19805 5.05810
Cl -3.54813 2.29118 5.35788
C -4.14180 1.05321 4.22222
Cl -2.79890 0.50226 3.18891
Cl -4.79251 -0.32973 5.13803
Cl -5.42768 1.74914 3.20405
Cl 7.21741 -0.58828 0.47070
C 5.47232 -0.23579 0.54259
Cl 5.20057 1.49128 0.19898
Cl 4.61639 -1.22404 -0.66795
Cl 4.85492 -0.62211 2.16864
*
```

Properties
- DFT total energy (eV) = -290088.109
- SMILES = CC[C@@H](Br)P(N)N.ClC(Cl)(Cl)Cl.ClC(Cl)(Cl)Cl.ClC(Cl)(Cl)Cl.ClC(Cl)(Cl)Cl

---

The following is a DFT calculation (wB97M-V/def2-TZVPD) of 10 unconnected molecules or ions with the total composition C10H40N16O10 at a distorted geometry.

```
! RIJCOSX wB97M-V def2-TZVPD def2/J DEFGRID3
* xyz 0 1
N -3.88937 -1.33209 -2.04651
C -3.36744 -1.21203 -3.31426
N -2.02463 -0.95955 -3.50956
O -4.02051 -1.52970 -4.27499
H -4.88074 -1.28113 -2.04361
H -3.33301 -1.04460 -1.26766
H -1.38179 -0.90274 -2.74164
H -1.59925 -1.06276 -4.38326
N -3.54143 2.48808 -0.92605
C -3.46492 1.76582 0.26155
N -2.67365 2.27346 1.32832
O -4.09225 0.72479 0.40095
H -4.29605 2.27094 -1.58110
H -2.84396 3.13577 -1.16585
H -2.28645 1.53192 1.87016
H -1.98523 3.02294 1.09534
N -0.49224 3.11806 -1.64919
C -0.27875 3.67108 -2.90871
N -1.28979 3.48770 -3.80338
O 0.70897 4.38101 -3.15702
H -0.83092 2.13504 -1.80901
H 0.41146 3.07396 -1.26042
H -1.96840 2.76399 -3.69716
H -1.05008 3.70627 -4.73995
N -2.91267 -2.65441 3.39236
C -1.67754 -2.20428 3.31295
N -1.43184 -0.91215 3.87312
O -0.73214 -2.74374 2.73650
H -3.63332 -2.17929 3.94731
H -3.19151 -3.41271 2.75080
H -0.51192 -0.48513 3.74010
H -2.21797 -0.29540 3.97095
N 2.66770 5.32768 -0.29062
C 2.91496 3.99917 -0.11228
N 2.67604 3.25311 -1.25078
O 3.21202 3.49424 0.96077
H 1.99621 5.73525 -0.98738
H 2.82611 5.94915 0.48115
H 2.53886 3.74018 -2.15850
H 2.93139 2.30853 -1.54540
N 2.09240 -2.56846 3.94754
C 2.31166 -3.10803 2.70090
N 1.93629 -4.41574 2.50666
O 2.82922 -2.44189 1.80974
H 1.24178 -2.89583 4.38682
H 2.06513 -1.54159 3.93996
H 2.30587 -4.84298 1.68728
H 1.39576 -4.95293 3.13417
N -0.69724 -1.97755 0.10085
C -0.15577 -0.76832 -0.02121
N 0.54495 -0.37960 1.08783
O -0.35896 -0.02255 -0.97154
H -0.57912 -2.58974 0.91644
H -1.08689 -2.50900 -0.64500
H 0.79677 -1.05740 1.74817
H 1.27517 0.34154 0.93163
N 3.35855 0.81352 2.45191
C 2.32431 1.12376 3.27475
N 2.05936 2.46073 3.41693
O 1.61019 0.19474 3.79944
H 3.62730 1.52625 1.81754
H 3.40229 -0.14099 2.10957
H 2.45068 2.98731 2.65983
H 1.19512 2.77934 3.79269
C 2.75817 -0.92448 -1.68973
O 2.17834 0.33970 -1.82934
H 3.72753 -0.91419 -2.22776
H 2.89859 -1.11442 -0.62549
H 2.16406 -1.77229 -2.12833
H 1.27718 0.36157 -1.48158
C -0.03440 -4.41167 -3.09677
O -1.01418 -3.72964 -2.34583
H -0.38995 -5.44452 -3.11343
H 0.02596 -4.06010 -4.08458
H 0.89553 -4.43155 -2.51320
H -1.41565 -3.05940 -2.94486
*
```

Properties
- SMILES = NC(N)=O.NC(N)=O.NC(N)=O.NC(N)=O.NC(N)=O.NC(N)=O.NC(N)=O.NC(N)=O.CO.CO
- energy above the lowest of the compared OMol25 structures with the same formula, charge and spin (kJ/mol) = 0.0

---

The following is a DFT calculation (wB97M-V/def2-TZVPD) of a molecular structure, C6H8N at a distorted geometry.

```
! RIJCOSX wB97M-V def2-TZVPD def2/J DEFGRID3
* xyz 1 1
C -1.20640 1.61012 -0.22213
C -0.41884 -1.51673 0.17084
C -1.70537 -0.70846 0.01290
C -1.02029 0.50112 0.75189
C -0.96930 0.20429 -0.78277
C 1.74618 0.13610 0.00625
N 0.11791 -0.18692 0.07960
H -2.12211 2.01922 -0.30327
H -0.48540 2.29895 -0.40876
H -0.16678 -2.18710 1.08022
H -0.02031 -2.07179 -0.68037
H -2.70265 -1.10430 0.06219
H 2.11124 -0.43258 -0.84994
H 1.77532 1.06288 -0.51027
H 2.16871 -0.03716 0.95704
*
```

Properties
- energy above the lowest of the compared OMol25 structures with the same formula, charge and spin (kJ/mol) = 681.4

---

The following is a DFT calculation (wB97M-V/def2-TZVPD) of a gas-phase ion, C2HClF3O2S (charge -1) at a distorted geometry.

```
! RIJCOSX wB97M-V def2-TZVPD def2/J DEFGRID3
* xyz -1 1
C 0.39777 -0.49930 0.53067
C -0.27829 -0.40662 -1.18202
O 1.25408 1.95201 1.03940
O -1.24194 1.66777 1.00555
F -0.18661 -1.65725 -1.71468
F 0.36506 0.41276 -2.01172
F -1.53035 -0.07986 -1.09526
S 0.06171 1.23173 1.53725
Cl -0.39602 -1.90653 1.19120
H 1.55460 -0.71470 0.69961
*
```

Properties
- energy above the lowest of the compared OMol25 structures with the same formula, charge and spin (kJ/mol) = 73.7